This record from the Open Molecules 2025 dataset describes C33H24Cl5IN3Ru as an isolated structure. The level of theory is wB97M-V/def2-TZVPD.

Values from the calculation:
- HOMO-LUMO gap (alpha / beta) (eV) = 7.36 / 7.18
- M (g/mol) = 867.8
- ⟨S²⟩ = 0.760
- 2S+1 = 2
- E_HOMO (alpha / beta) (eV) = -7.811 / -7.630

Element x y z (Å)
Ru: -0.68483 0.81025 -0.26038
I: 0.62505 0.96533 2.59534
C: 0.81513 -1.08122 3.08241
C: 1.17892 -1.28008 4.38678
C: 1.22648 -2.57217 4.94363
C: 0.86122 -3.64388 4.19030
C: 0.47859 -3.48016 2.83828
C: 0.05955 -4.61243 2.09319
C: -0.32936 -4.49741 0.79512
C: -0.25959 -3.24296 0.16102
C: 0.17350 -2.14383 0.84524
C: 0.49598 -2.19096 2.23761
H: 1.40877 -0.42960 5.01369
H: 1.52230 -2.69310 5.97713
H: 0.84883 -4.64123 4.61173
H: 0.04106 -5.57364 2.59150
H: -0.67108 -5.36111 0.24082
H: -0.53053 -3.13124 -0.88130
C: 2.91615 2.88954 -4.18414
C: 2.79477 3.86533 -3.20470
C: 1.79678 3.77429 -2.24661
C: 0.93410 2.68756 -2.26094
C: 1.05045 1.70512 -3.23261
C: 2.03658 1.81539 -4.20052
N: -0.10556 2.58262 -1.27645
N: -0.68667 3.67803 -1.07758
C: -1.72318 3.55541 -0.17534
C: -2.41911 4.71633 0.17793
C: -3.45285 4.62374 1.07909
C: -3.76708 3.36955 1.60738
C: -3.06862 2.22933 1.24525
C: -2.01669 2.26803 0.31829
H: 3.69299 2.96721 -4.93338
H: 3.48071 4.70218 -3.18594
H: 1.68309 4.52939 -1.48146
H: 0.37001 0.86480 -3.22309
H: 2.12051 1.05674 -4.96836
H: -2.12347 5.65871 -0.26495
H: -4.01398 5.50104 1.37129
H: -4.58544 3.27967 2.31217
H: -3.36772 1.29434 1.69175
Cl: -2.46649 -0.94103 2.45175
C: -3.03301 -1.08877 0.81624
C: -2.41665 -0.36009 -0.19883
C: -2.95243 -0.57252 -1.46896
Cl: -2.20218 0.26601 -2.80058
C: -4.02249 -1.41422 -1.74374
Cl: -4.61792 -1.60168 -3.34787
C: -4.60818 -2.11801 -0.69508
Cl: -5.92873 -3.17969 -0.99436
C: -4.10563 -1.95547 0.59092
Cl: -4.81472 -2.83955 1.88883
C: 3.20925 -1.36289 0.47478
C: 2.60919 -0.47989 -0.62665
C: 2.66075 -1.24239 -1.96040
C: 3.40870 0.81899 -0.71463
C: 1.15351 -0.19401 -0.34901
N: 0.27698 -0.92849 0.15170
H: 4.26449 -1.53002 0.25082
H: 2.72191 -2.33566 0.53345
H: 3.14405 -0.87948 1.45141
H: 3.70441 -1.43346 -2.21800
H: 2.21286 -0.66223 -2.76525
H: 2.14338 -2.20008 -1.88154
H: 4.46979 0.58677 -0.82393
H: 3.28167 1.41064 0.19427
H: 3.10172 1.42227 -1.56449

Cartesian forces (eV/Å) of the 6 atoms listed first:
-0.15 0.15 -0.21
0.06 0.05 0.16
0.00 0.00 0.00
0.00 -0.01 -0.02
0.00 -0.01 0.00
0.00 0.01 0.02

This record from the Open Molecules 2025 dataset describes one molecule with the formula C4H9ClN2S at a distorted geometry. The level of theory is wB97M-V/def2-TZVPD.

Values from the calculation:
- HOMO-LUMO gap (eV) = 9.05
- M (g/mol) = 152.7
- E_HOMO (eV) = -8.437
- SMILES = CC(=S)NNCCCl

Element x y z (Å)
C: -1.72151 -0.89757 1.19993
C: -1.63326 0.52775 0.71725
S: -2.50978 1.76022 1.38605
N: -0.82390 0.74981 -0.33479
N: -0.08318 -0.20295 -1.04578
C: 1.22382 -0.49906 -0.47805
C: 2.17318 0.69049 -0.57054
Cl: 2.50772 1.15949 -2.25548
H: -2.28026 -0.91245 2.15558
H: -0.75376 -1.38571 1.29743
H: -2.29411 -1.50861 0.48995
H: -0.85795 1.67574 -0.77700
H: -0.64984 -1.05157 -1.21450
H: 1.17010 -0.79344 0.61318
H: 1.61909 -1.32958 -1.03584
H: 3.15588 0.45700 -0.09243
H: 1.75774 1.56044 -0.05496

Cartesian forces (eV/Å) of the 6 atoms listed first:
-0.64 -0.09 0.44
-0.06 0.02 0.05
0.15 -0.24 -0.12
0.16 0.57 -0.53
-0.65 -0.68 -0.04
-0.10 0.32 1.09

This record from the Open Molecules 2025 dataset describes a 3-piece molecular cluster, C36H27F3N3O5 overall at a distorted geometry. The level of theory is wB97M-V/def2-TZVPD.

Values from the calculation:
- HOMO-LUMO gap (eV) = 8.20
- M (g/mol) = 638.6
- E_HOMO (eV) = -11.165
- charge = +1

Element x y z (Å)
C: 5.29623 4.39592 4.44234
C: 4.17972 3.68053 4.19554
C: 3.28969 4.02412 3.07553
C: 2.12774 4.73671 3.10111
N: 1.64676 4.76055 1.81066
N: 0.44665 5.37624 1.40619
C: 2.45788 4.09301 0.98777
C: 2.18477 3.90689 -0.46675
C: 3.09192 4.70148 -1.46990
O: 3.76723 3.81547 -2.32427
C: 4.14043 5.58170 -0.80025
F: 3.60215 6.50184 0.01381
F: 4.81986 6.24143 -1.73854
F: 5.04694 4.84696 -0.12796
N: 3.45767 3.64512 1.75512
H: 6.00485 4.64968 3.65907
H: 5.54983 4.72904 5.44214
H: 3.92324 2.84619 4.83890
H: 1.63970 5.18286 3.94697
H: 0.70967 6.22699 0.91082
H: -0.01471 5.70307 2.24863
H: 2.31216 2.84860 -0.69039
H: 1.14300 4.17507 -0.60917
H: 2.44348 5.30577 -2.09539
H: 4.26060 3.18078 -1.79260
H: 4.24058 3.10200 1.42911
C: 0.36810 -4.11027 -0.13906
C: 0.02080 -2.79808 0.16300
C: 0.72983 -1.74773 -0.39491
C: 1.79644 -2.00391 -1.24917
C: 2.15641 -3.32375 -1.53470
C: 1.43286 -4.37305 -0.98469
C: 3.32197 -3.62726 -2.41158
O: 3.63289 -4.77006 -2.66404
C: 4.10034 -2.48280 -2.96548
C: 5.22154 -2.73916 -3.74353
C: 5.94760 -1.68846 -4.27867
C: 5.55159 -0.37554 -4.04622
C: 4.43794 -0.11480 -3.26653
C: 3.71295 -1.16506 -2.71489
C: 2.53775 -0.86654 -1.85270
O: 2.19908 0.28602 -1.64317
H: -0.19310 -4.92894 0.29099
H: -0.80727 -2.59944 0.83161
H: 0.45934 -0.72589 -0.16818
H: 1.70870 -5.39191 -1.21859
H: 5.52265 -3.76140 -3.92579
H: 6.82253 -1.89072 -4.88174
H: 6.11505 0.44346 -4.47346
H: 4.12637 0.90473 -3.08400
C: -6.16558 -6.41997 0.65991
C: -7.51035 -6.21980 0.36667
C: -8.02091 -4.93537 0.28551
C: -7.19086 -3.84445 0.50785
C: -5.84478 -4.04560 0.82349
C: -5.33483 -5.33641 0.88835
C: -4.94661 -2.89424 1.10956
O: -3.77430 -3.06730 1.37832
C: -5.52535 -1.52168 1.06510
C: -4.72097 -0.43422 1.38213
C: -5.24055 0.84777 1.33335
C: -6.56478 1.05166 0.95931
C: -7.37213 -0.02837 0.64711
C: -6.85886 -1.31762 0.70711
C: -7.75382 -2.47019 0.39906
O: -8.90725 -2.29024 0.07427
H: -5.76773 -7.42455 0.71459
H: -8.15988 -7.06862 0.19965
H: -9.06430 -4.77427 0.05275
H: -4.29015 -5.48744 1.12166
H: -3.69156 -0.59771 1.66964
H: -4.61397 1.69335 1.58586
H: -6.96745 2.05498 0.91569
H: -8.40345 0.12283 0.36004

Cartesian forces (eV/Å) of the 6 atoms listed first:
-0.13 -0.25 -0.12
0.61 0.30 0.12
0.13 -0.78 -0.86
0.70 -0.37 0.13
-0.12 0.13 0.24
0.39 0.30 -0.14

This record from the Open Molecules 2025 dataset describes C10H22N3O4SbSc as an isolated structure at a distorted geometry. The level of theory is wB97M-V/def2-TZVPD.

Values from the calculation:
- HOMO-LUMO gap (eV) = 8.12
- M (g/mol) = 415.0
- E_HOMO (eV) = -11.556
- charge = +1

Element x y z (Å)
Sc: 0.11264 -0.03516 -0.32369
C: 1.99327 3.55711 -0.16885
C: 1.53522 2.15753 0.00721
N: 2.08925 1.08007 -0.39421
O: 3.25030 1.12957 -1.09405
C: -0.88059 2.24374 0.15133
C: -2.64902 3.82102 -0.06184
N: -1.44254 1.20998 -0.53450
O: -0.56070 0.89538 -1.65552
H: 2.98382 3.67678 0.27720
H: 1.30005 4.22297 0.34211
H: 2.04307 3.82966 -1.22526
H: 3.49703 2.05151 -1.25823
H: -2.54057 4.80494 -0.50903
H: -3.32182 3.89831 0.78916
H: -3.01012 3.09116 -0.77749
O: -0.72027 4.24155 1.19788
N: -1.33029 3.42452 0.44519
O: 0.40810 1.88680 0.75349
C: -0.06980 -5.80732 0.32951
C: 0.40554 -4.57999 -0.43709
Sb: 0.23576 -2.70484 0.63923
C: -1.79792 -2.05070 -0.01687
C: -2.76553 -3.19104 -0.31239
C: -0.13108 -3.30814 2.69672
C: -1.54324 -3.78448 3.00989
H: 0.11794 -6.69750 -0.27249
H: -1.13807 -5.77074 0.53935
H: 0.46880 -5.93001 1.26914
H: -0.15413 -4.44873 -1.36302
H: 1.46006 -4.66910 -0.69477
H: -1.68040 -1.44118 -0.93188
H: -2.19575 -1.39561 0.76268
H: -2.40996 -3.80941 -1.13600
H: -3.74070 -2.79413 -0.59635
H: -2.90187 -3.82472 0.56169
H: 0.13569 -2.44867 3.31051
H: 0.60406 -4.08991 2.88914
H: -2.29030 -3.02294 2.78573
H: -1.61431 -4.00850 4.07559
H: -1.79223 -4.69557 2.46819

Cartesian forces (eV/Å) of the 6 atoms listed first:
1.21 -1.50 1.38
-0.08 0.04 0.02
0.71 0.33 0.10
-0.34 0.39 0.41
0.19 -0.27 -0.15
0.33 0.52 -0.17

This record from the Open Molecules 2025 dataset describes C14H26CoNO2S2Si as an isolated structure at a distorted geometry. The level of theory is wB97M-V/def2-TZVPD.

Values from the calculation:
- HOMO-LUMO gap (alpha / beta) (eV) = 8.38 / 7.37
- M (g/mol) = 391.5
- ⟨S²⟩ = 6.028
- 2S+1 = 5
- E_HOMO (alpha / beta) (eV) = -7.835 / -7.767

Element x y z (Å)
Co: -2.06884 -0.25676 -1.50506
C: -1.96755 0.64731 4.87658
Si: -0.69735 0.65509 3.48046
C: 0.91848 -0.01837 4.18893
C: -0.39622 2.43569 3.01707
C: -1.29452 -0.59973 2.18580
C: -1.47236 -1.88433 2.69126
C: -1.91056 -2.92254 1.89412
C: -2.16559 -2.64996 0.57103
N: -2.00494 -1.44958 0.03386
C: -1.57665 -0.41013 0.82547
S: -1.39525 1.25519 0.12853
H: -1.64854 1.32658 5.66858
H: -2.07810 -0.35141 5.30265
H: -2.93998 0.97670 4.50626
H: 1.28543 0.64984 4.96953
H: 1.67634 -0.08803 3.40586
H: 0.77511 -1.00955 4.62272
H: -0.05913 2.98056 3.90361
H: -1.30244 2.92322 2.65851
H: 0.37979 2.53535 2.25787
H: -1.27271 -2.09761 3.73646
H: -2.04994 -3.91740 2.29063
H: -2.50698 -3.41777 -0.11259
O: -2.17766 0.88165 -2.70594
C: 2.81078 0.54432 -0.44320
C: 2.85671 0.20984 -1.93243
C: 2.05016 -1.03713 -2.28202
S: 0.26198 -0.73571 -2.14008
O: -0.33670 -2.00197 -1.59584
C: -0.05633 -0.70372 -3.95026
C: 0.50630 0.53232 -4.69574
C: -0.07392 1.90543 -4.38014
H: 3.45079 1.39991 -0.22754
H: 3.16255 -0.29742 0.15675
H: 1.79771 0.79751 -0.11988
H: 3.89656 0.03706 -2.22013
H: 2.51051 1.07231 -2.50706
H: 2.28346 -1.84961 -1.59208
H: 2.28191 -1.38594 -3.28874
H: -1.13400 -0.77925 -4.06750
H: 0.38968 -1.60561 -4.37684
H: 0.34366 0.34500 -5.75959
H: 1.58885 0.57397 -4.54330
H: -1.14804 1.92607 -4.52380
H: 0.37251 2.64643 -5.04777
H: 0.13502 2.21218 -3.35500

Cartesian forces (eV/Å) of the 6 atoms listed first:
-0.77 0.71 -0.94
0.12 -0.10 -0.34
0.14 0.10 0.54
-0.28 0.00 -0.25
-0.01 0.07 -0.16
0.19 -0.26 0.34

This record from the Open Molecules 2025 dataset describes an isolated ion of composition C7H10NO3 and charge -1 at a distorted geometry. The level of theory is wB97M-V/def2-TZVPD.

Values from the calculation:
- HOMO-LUMO gap (eV) = 7.45
- M (g/mol) = 156.2
- E_HOMO (eV) = -3.696
- charge = -1
- SMILES = CC(C)(C)c1c([O-])[nH]oc1=O

Element x y z (Å)
C: 1.45939 1.04259 -0.71347
C: 0.73292 -0.07503 -0.00279
C: 0.93705 -1.46990 -0.70998
C: 1.14095 -0.18233 1.45950
C: -0.77648 0.07123 -0.16928
C: -1.53500 1.13433 -0.58216
O: -1.20991 2.28740 -0.88241
N: -2.88069 0.75877 -0.46393
O: -2.91904 -0.45398 0.23118
C: -1.64327 -0.91380 0.37351
O: -1.50315 -2.01155 0.90034
H: 2.54151 0.85706 -0.45429
H: 1.12699 1.12379 -1.70022
H: 1.29406 2.02932 -0.29417
H: 0.17212 -2.09271 -0.31776
H: 1.91724 -2.00502 -0.75378
H: 0.74751 -1.13447 -1.69729
H: 2.18734 -0.23939 1.59823
H: 0.65614 -0.92991 2.09734
H: 1.04522 0.77751 2.00521
H: -3.49092 1.42610 0.07622

Cartesian forces (eV/Å) of the 6 atoms listed first:
1.78 -0.14 2.65
-1.06 -1.25 0.16
1.50 1.19 0.01
-0.54 1.54 1.22
1.12 -1.64 1.27
0.52 1.35 0.74

This record from the Open Molecules 2025 dataset describes a 3-piece molecular cluster, C2H4O4S overall at a distorted geometry. The level of theory is wB97M-V/def2-TZVPD.

Values from the calculation:
- HOMO-LUMO gap (eV) = 9.57
- M (g/mol) = 124.1
- E_HOMO (eV) = -10.092

Element x y z (Å)
C: -0.30285 -1.45138 0.53851
C: -0.51733 -2.10306 -0.55162
O: -0.99635 -0.05935 -2.57246
O: 1.06999 -1.04869 -3.42137
O: 0.87160 1.43338 -0.55371
O: -0.67729 -2.63062 -1.59733
S: -0.36346 -1.08288 -3.33275
H: 0.69312 -1.13013 0.42148
H: -0.91043 -1.17357 1.34247
H: 1.02022 2.33013 -0.83314
H: 0.41881 0.97193 -1.36580

Cartesian forces (eV/Å) of the 6 atoms listed first:
0.47 -0.56 -1.14
-1.42 -0.77 -0.98
-0.28 0.90 0.58
-0.31 -0.03 0.22
-1.28 -1.94 -1.96
0.43 -0.21 1.54

This record from the Open Molecules 2025 dataset describes an isolated ion of composition C5H12NO and charge +1 at a distorted geometry. The level of theory is wB97M-V/def2-TZVPD.

Values from the calculation:
- HOMO-LUMO gap (eV) = 11.18
- M (g/mol) = 102.2
- E_HOMO (eV) = -15.085
- charge = +1
- SMILES = CCC[C@@H]([NH3+])C=O

Element x y z (Å)
C: 1.49583 2.11008 -0.04400
C: 1.67783 0.83228 0.78577
C: 1.17128 -0.43857 0.10646
C: -0.25715 -0.34049 -0.41410
N: -0.65601 -1.57283 -1.21323
C: -1.38005 -0.07926 0.54737
O: -2.43222 -0.63902 0.41665
H: 2.08425 2.11549 -0.95878
H: 0.44620 2.23942 -0.36252
H: 1.68840 2.99155 0.56215
H: 2.75910 0.78870 0.97076
H: 1.25414 0.96367 1.78921
H: 1.26790 -1.25893 0.83007
H: 1.79045 -0.70602 -0.74646
H: -0.32339 0.47094 -1.14726
H: -0.37360 -1.54506 -2.19379
H: -1.68500 -1.54882 -1.18066
H: -0.27213 -2.41970 -0.79907
H: -1.25900 0.71368 1.29550

Cartesian forces (eV/Å) of the 6 atoms listed first:
-1.23 -0.09 0.05
0.56 0.96 -0.08
0.09 -0.34 0.51
0.56 -0.01 -0.86
0.06 0.62 0.02
-0.36 0.39 0.27